No. 1
39
Properties=species:S:1:pos:R:3:forces:R:3 method="wB97M-V/def2-TZVPD" lumo_ev=1.9 orbital_gap_ev=4.94 charge=-1 e_homo_ev=-3.035
Cl 4.020 2.950 0.633 -0.81 -1.08 -0.19
S 1.272 1.778 -3.173 -0.40 -1.02 0.33
F -3.169 1.780 4.239 -0.01 -1.19 -1.46
F -4.786 0.373 3.869 1.54 0.18 -0.50
F -0.830 0.061 2.338 -0.77 -1.05 1.15
F -1.234 -3.246 3.660 0.55 1.36 0.00
F -3.486 0.897 2.188 0.39 -0.07 1.48
F -1.962 -0.161 5.161 -0.12 -0.49 -1.66
F -2.233 -1.593 1.868 0.75 0.67 1.18
F -3.398 -1.585 4.318 1.33 0.84 -0.90
F 0.217 -1.786 4.512 -0.86 0.08 -1.11
O -0.126 0.621 -5.357 0.94 0.51 1.08
N 2.247 2.446 -1.994 -1.07 -2.67 0.61
N 0.777 0.347 -2.488 1.75 1.53 1.73
C 0.034 1.708 -6.131 -0.98 -0.53 -0.87
C 0.503 -2.538 2.202 0.30 -0.15 0.58
C 2.835 0.514 1.284 -0.80 0.43 -2.12
C 1.855 -1.735 2.158 0.41 0.05 -1.27
C -3.484 0.658 3.516 -1.54 0.66 0.62
C -0.981 1.637 -7.292 0.08 0.72 -0.49
C 2.239 1.517 -0.991 -0.31 -1.01 0.69
C -2.546 -0.554 3.968 -0.88 0.22 1.55
C 1.251 -0.745 -0.227 0.95 0.53 1.16
C 2.951 1.539 0.303 -0.21 -0.79 0.50
C 1.951 -0.669 1.019 -0.22 1.42 -1.34
C -1.496 -1.008 2.893 -0.13 -0.31 -0.77
C -0.468 -2.105 3.362 0.31 -1.56 -0.78
C 1.380 0.311 -1.252 0.61 0.84 0.21
H 3.412 0.609 2.232 -0.60 -0.13 -0.87
H 2.130 -1.228 3.112 -0.51 -0.56 -0.60
H 0.732 -3.623 2.398 -0.31 1.11 0.05
H -0.134 2.709 -5.663 -0.12 0.11 0.41
H -2.012 1.626 -6.926 0.11 -0.10 0.14
H 2.673 -2.484 1.951 -0.77 0.68 0.32
H 0.583 -1.609 -0.435 0.58 0.81 0.01
H -0.873 2.518 -7.945 -0.07 0.02 -0.11
H -0.045 -2.535 1.224 0.47 0.23 1.04
H 1.025 1.854 -6.623 0.35 -0.26 0.03
H -0.823 0.750 -7.912 0.06 -0.06 0.19



No. 2
27
Properties=species:S:1:pos:R:3:forces:R:3 method="wB97M-V/def2-TZVPD" de_lowest_kcal_mol=0.00 lumo_ev=-5.2 orbital_gap_ev=7.00 charge=+1 smiles=C[n+]1c2ccccc2c(Cl)c2ccccc21 e_homo_ev=-12.213
Cl -0.485 -0.069 -3.458 0.10 0.44 1.37
N -0.020 0.056 0.931 1.59 -3.02 3.20
C -0.293 2.433 1.104 -1.05 1.39 0.55
C 0.213 -0.014 2.408 1.84 -0.21 -0.41
C 0.142 -1.191 -1.099 0.17 -0.17 -3.29
C 0.223 -1.116 0.241 0.59 -1.61 4.16
C -1.047 2.317 -1.677 0.90 3.02 6.75
C 0.511 -2.417 -1.796 0.07 -0.18 1.47
C 0.617 -2.312 0.966 0.06 -1.69 -4.11
C -0.485 1.213 -0.990 -0.44 -1.14 -3.05
C -0.713 3.615 0.482 0.56 -3.05 -0.66
C -0.252 0.015 -1.705 -0.22 -0.35 -1.53
C 0.954 -3.518 0.304 -0.13 1.99 1.24
C -1.189 3.480 -0.823 0.31 -0.31 -3.71
C -0.225 1.201 0.389 -1.24 3.81 -0.91
C 0.893 -3.526 -1.090 1.16 -2.17 -1.71
H -1.316 2.395 -2.649 -0.65 -0.23 -2.75
H 0.583 -2.525 -2.845 -0.31 0.57 -0.94
H 0.690 0.862 2.893 -0.51 -0.24 -0.97
H 0.686 -2.451 1.957 -0.03 0.34 3.39
H -0.286 2.564 2.188 0.73 -0.75 -0.31
H 1.367 -4.380 0.882 -0.69 0.89 -0.54
H -1.518 4.382 -1.351 -0.15 -0.29 0.34
H 0.970 -0.804 2.460 -0.47 0.48 0.82
H -0.631 4.558 0.971 -0.35 0.42 0.36
H -0.681 -0.260 2.930 -0.72 -0.33 0.30
H 1.292 -4.508 -1.626 -1.14 2.40 0.92



No. 3
34
Properties=species:S:1:pos:R:3:forces:R:3 method="wB97M-V/def2-TZVPD" de_lowest_kcal_mol=0.00 lumo_ev="-0.7 / -0.7" orbital_gap_ev="7.00 / 7.01" e_homo_ev="-7.706 / -7.725" spin_multiplicity=3
Ni 1.141 0.236 -1.047 -1.13 -2.01 0.28
Cl -3.956 -4.569 1.209 -0.33 -0.63 0.31
S 3.153 0.346 -1.904 1.01 -0.13 -1.53
O 1.453 -1.894 -0.398 -1.50 -0.47 0.08
O -0.817 -0.446 -1.425 -0.14 -1.11 1.39
N 3.468 0.354 0.760 0.96 -0.65 -0.91
N 5.092 -0.723 -0.456 1.67 -0.78 -0.10
N 0.137 1.780 -0.503 -0.69 0.69 0.07
N 2.244 0.772 0.537 -2.29 2.49 1.22
C -0.922 2.256 -1.157 -0.64 1.48 -0.15
C -2.862 -1.095 -0.443 -2.57 -0.38 0.62
C -1.619 -3.490 0.397 -2.45 -0.35 1.38
C -1.689 3.332 -0.671 1.19 -1.14 2.27
C 0.513 -2.618 0.006 2.53 1.51 -0.05
C -0.270 3.323 1.236 0.94 0.17 2.26
C -1.400 3.826 0.679 -1.32 -0.76 -3.45
C -3.648 -2.188 0.032 1.20 1.42 0.67
C -1.494 -1.306 -0.673 1.15 1.93 -1.09
C 3.936 -0.062 -0.437 -0.18 0.00 0.99
C 0.470 2.251 0.706 -1.37 1.86 -1.42
C -0.889 -2.447 -0.073 0.70 0.93 -1.74
C 1.705 1.784 1.196 2.30 -2.79 -0.27
C -2.983 -3.290 0.594 0.01 -0.45 -1.73
H 0.824 -3.398 0.688 0.08 -0.91 0.02
H 5.484 -1.180 -1.295 -0.74 0.86 0.84
H 2.298 2.209 1.968 0.08 0.63 0.74
H -4.750 -2.167 0.069 0.74 0.25 0.11
H -2.530 3.641 -1.232 -0.66 0.44 -0.37
H 5.639 -0.806 0.406 -0.62 0.02 -0.54
H 0.078 3.779 2.173 -0.15 -0.50 -0.22
H -3.386 -0.085 -0.551 1.06 -1.61 -0.57
H -2.108 4.532 1.143 0.90 -0.24 -0.19
H -1.184 -4.452 0.602 0.24 -0.04 0.46
H -1.127 1.797 -2.134 0.05 0.28 0.62



No. 4
33
Properties=species:S:1:pos:R:3:forces:R:3 method="wB97M-V/def2-TZVPD" de_lowest_kcal_mol=0.00 lumo_ev="-1.0 / -0.8" orbital_gap_ev="7.08 / 7.23" e_homo_ev="-8.102 / -8.070" spin_multiplicity=3
Se 2.539 -1.360 3.044 -0.28 -0.29 0.85
Se 5.230 -1.387 0.372 1.15 -0.18 -0.44
Se 5.836 -2.469 2.356 -0.11 -0.04 0.14
Se 4.711 -1.129 3.899 0.13 -0.03 -0.11
V 3.033 -0.784 0.855 -0.98 -0.78 0.09
O 2.559 0.908 0.459 -0.67 1.42 -0.64
O 1.030 -1.115 0.218 0.20 0.29 -0.08
O 1.112 2.363 -0.449 -0.03 0.35 -0.01
C -2.881 -0.330 1.833 0.04 -0.01 -0.02
C -1.636 0.877 -3.290 0.01 0.00 0.01
C -0.191 0.047 -1.552 0.09 -0.03 0.02
C -1.040 0.021 -4.207 0.02 -0.01 0.02
C 0.327 0.141 -0.125 -0.04 -0.17 -0.04
C 1.384 1.270 -0.058 0.41 -0.51 0.10
C -1.917 -0.416 0.839 -0.03 0.01 0.03
C 0.409 -0.805 -2.473 -0.09 0.00 -0.03
C -2.687 0.519 2.914 0.00 0.00 -0.02
C -0.556 1.183 2.013 -0.01 0.00 0.00
C -0.017 -0.820 -3.796 0.01 0.02 0.06
C -1.525 1.273 3.003 0.00 -0.01 0.00
C -1.214 0.893 -1.970 -0.02 0.06 -0.02
C -0.750 0.344 0.921 -0.03 -0.06 0.06
H -1.670 1.574 -1.262 0.02 -0.01 -0.03
H 1.205 -1.466 -2.162 0.04 -0.02 0.01
H 0.346 1.777 2.095 -0.01 0.00 0.01
H -2.081 -1.060 -0.019 0.00 0.02 0.02
H 0.383 -1.725 0.599 0.15 0.00 0.04
H -3.786 -0.920 1.757 0.03 0.02 0.00
H -2.430 1.542 -3.604 0.01 -0.01 0.01
H -3.443 0.595 3.685 0.03 -0.01 -0.01
H -1.369 1.934 3.846 0.00 -0.02 -0.04
H -1.368 0.015 -5.238 0.00 -0.01 0.02
H 0.457 -1.489 -4.503 -0.01 0.02 0.02



| no. | DFT total energy (eV) |
| --- | --- |
| 1 | -67538.11340 |
| 2 | -28701.27080 |
| 3 | -89151.55236 |
| 4 | -307914.04417 |